8
Properties=species:S:1:pos:R:3:forces:R:3 method="wB97M-V/def2-TZVPD" lumo_ev=0.596 e_tot_ha=-191.8076 de_lowest_kj_mol=268.9 spin_multiplicity=1
C -1.3130 0.0347 -1.6315 1.0 1.5 6.7
O -2.0349 0.9467 -1.5791 -0.4 0.8 -0.7
H 1.3459 -0.7958 1.3024 0.3 0.3 0.6
C 0.9741 -0.3866 0.3831 0.8 -0.2 -0.7
C -0.3203 -0.3486 0.2175 -1.7 0.4 -2.2
H -1.2950 -0.7112 -2.3173 0.6 -2.5 -2.4
H -0.8700 -0.5055 1.1601 -0.7 -0.1 -1.0
H 1.7103 -0.1392 -0.3652 0.1 -0.1 -0.3